# C17H14IrN7O7S3

C17H14IrN7O7S3 as an isolated structure at a distorted geometry (ωB97M-V with the def2-TZVPD basis set, OMol25).

Its multiplicity is 2. As for the expectation value of S²: 0.7557. The value obtained for the energy above the lowest of the compared OMol25 structures with the same formula, charge and spin is 187.5 kJ/mol. The total charge is +1.

Cartesian coordinates (Å):
Ir (-0.5663, -0.2436, -0.4714)
C (3.5315, 1.6775, -0.6559)
C (2.3615, 0.8228, -0.3220)
N (1.2241, 1.1915, 0.1079)
N (0.8695, 2.4957, 0.2774)
C (-0.3167, 2.5877, 0.9416)
N (-0.8497, 3.7726, 1.1384)
S (-0.9522, 1.1480, 1.6085)
C (2.4002, -0.6458, -0.4621)
C (3.5699, -1.3678, -0.5250)
C (3.5080, -2.7475, -0.6768)
C (2.2748, -3.3561, -0.7774)
C (1.1294, -2.5810, -0.7001)
N (1.1923, -1.2566, -0.5290)
H (3.2800, 2.7341, -0.6659)
H (3.9229, 1.3975, -1.6338)
H (4.3231, 1.5286, 0.0819)
H (1.0921, 3.1705, -0.4498)
H (-0.5472, 4.5813, 0.6154)
H (-1.7528, 3.8201, 1.5836)
H (4.5219, -0.8631, -0.4446)
H (4.4175, -3.3307, -0.7234)
H (2.1810, -4.4231, -0.9155)
H (0.1426, -3.0080, -0.7781)
O (0.1895, 0.8712, -2.3656)
S (-0.8406, 1.9513, -2.4253)
O (-0.3273, 3.2583, -2.7411)
O (-1.5183, 1.9286, -1.1184)
C (-2.0906, 1.4911, -3.5645)
C (-2.3030, 2.3233, -4.6452)
C (-3.3435, 2.0561, -5.5286)
C (-4.1691, 0.9734, -5.3103)
C (-3.9481, 0.1226, -4.2318)
C (-2.9114, 0.3680, -3.3457)
S (-2.6927, -0.8962, -2.0937)
O (-3.6729, -1.8825, -2.3650)
O (-1.2344, -1.3437, -2.1435)
O (-2.7534, -0.3416, -0.7155)
H (-1.6564, 3.1794, -4.7772)
H (-3.5029, 2.7037, -6.3798)
H (-4.9922, 0.7720, -5.9821)
H (-4.5767, -0.7407, -4.0746)
O (-0.9249, -1.7590, 0.7191)
N (-2.1455, -1.8714, 1.3545)
C (-1.9553, -1.8394, 2.6192)
C (-0.6436, -1.7070, 3.2185)
N (0.4015, -1.6248, 3.6850)
C (-3.0954, -1.9811, 3.4881)
N (-3.9738, -2.0776, 4.2192)

Löwdin population analysis, charges in e, atoms 1 to 5: atom 1 (Ir): 1.4997, atom 2 (C): 0.0305, atom 3 (C): -0.2254, atom 4 (N): -0.0715, atom 5 (N): 0.0356



# C3H7ClNO3P

A 3-piece molecular cluster, C3H7ClNO3P overall at a distorted geometry (ωB97M-V with the def2-TZVPD basis set, OMol25).

The value obtained for the energy above the lowest of the compared OMol25 structures with the same formula, charge and spin is 107.3 kJ/mol. The total charge is -2.

Cartesian coordinates (Å):
C (-1.1320, -0.2481, -0.7206)
C (0.2835, -1.0730, 1.2681)
C (-0.1914, -0.2912, 0.3411)
N (0.6364, 1.7419, 0.6789)
O (1.3278, 1.3993, -1.8462)
O (1.5422, 3.7273, -0.7247)
O (-0.7623, 2.7980, -1.4987)
P (0.6045, 2.5455, -0.8972)
Cl (-1.0933, -10.2112, 3.3018)
H (-1.6565, 0.7656, -0.7463)
H (-1.9175, -1.1088, -0.6259)
H (-0.5719, -0.3632, -1.6814)
H (2.1640, 1.2668, -1.2212)
H (1.2216, -0.9111, 1.8690)
H (-0.2730, -2.0045, 1.3129)
H (-0.1820, 1.9667, 1.1905)

Löwdin population analysis, charges in e, atoms 1 to 5: atom 1 (C): -0.1474, atom 2 (C): -0.0332, atom 3 (C): -0.2264, atom 4 (N): -0.0684, atom 5 (O): -0.2676



# C29H43Br2IIrN5O2S

C29H43Br2IIrN5O2S as an isolated structure at a distorted geometry (ωB97M-V with the def2-TZVPD basis set, OMol25).

Its multiplicity is 2. As for the expectation value of S²: 0.7725. The value obtained for the energy above the lowest of the compared OMol25 structures with the same formula, charge and spin is 0.0 kJ/mol. The total charge is +3.

Cartesian coordinates (Å):
Ir (0.3747, -0.2054, -0.4179)
C (-3.2607, -2.0675, 2.0499)
C (-3.4240, -0.7010, 1.4980)
N (-4.6117, -0.1339, 1.5696)
C (-4.7820, 1.0895, 1.0891)
C (-3.7466, 1.8866, 0.5217)
C (-4.0521, 3.2974, 0.0758)
O (-3.3484, 3.6309, -1.1072)
C (-2.4873, 1.3424, 0.4344)
C (-1.3463, 2.1896, 0.1163)
N (-0.1741, 1.7508, -0.1471)
C (0.8935, 2.7274, -0.1780)
C (0.7513, 3.9485, -0.8214)
C (1.7906, 4.8696, -0.7735)
C (2.9604, 4.5805, -0.0875)
C (3.1123, 3.3586, 0.5607)
C (2.0763, 2.4499, 0.4992)
I (2.1872, 0.5913, 1.4524)
C (-2.2899, -0.0047, 0.8804)
O (-1.1875, -0.6421, 0.8269)
H (-4.1137, -2.3018, 2.6808)
H (-2.3343, -2.1641, 2.6175)
H (-3.2432, -2.7957, 1.2330)
H (-5.7822, 1.5018, 1.1781)
H (-3.7326, 3.9867, 0.8652)
H (-5.1291, 3.4281, -0.0326)
H (-3.9493, 3.6081, -1.8599)
H (-1.4763, 3.2596, 0.2307)
H (-0.1589, 4.1754, -1.3625)
H (1.6807, 5.8214, -1.2754)
H (3.7614, 5.3060, -0.0470)
H (4.0231, 3.1337, 1.0989)
Br (2.1084, 0.4150, -2.3300)
C (1.4546, 1.7451, -3.6366)
Br (-0.3918, 2.1948, -3.5751)
H (1.6749, 1.2915, -4.5953)
H (2.0492, 2.6292, -3.4433)
C (-3.6284, -5.6298, 1.1081)
C (-3.7165, -5.1094, -0.3224)
C (-2.4861, -5.4272, -1.1713)
C (-1.2250, -4.6780, -0.7384)
N (-1.2843, -3.2225, -0.9397)
C (-1.1186, -2.6014, -2.0982)
S (-1.0904, -0.8319, -2.1530)
N (-1.0480, -3.2841, -3.2181)
C (-0.8619, -2.7927, -4.5974)
C (-1.8548, -3.4457, -5.5511)
C (-3.2923, -2.9289, -5.4436)
C (-4.1004, -3.5002, -4.2808)
H (-4.5244, -5.3722, 1.6713)
H (-2.7728, -5.2238, 1.6553)
H (-3.5353, -6.7160, 1.1196)
H (-3.8966, -4.0277, -0.3303)
H (-4.5868, -5.5487, -0.8114)
H (-2.7213, -5.2212, -2.2190)
H (-2.2587, -6.4943, -1.1105)
H (-0.3388, -5.0629, -1.2547)
H (-1.0556, -4.8243, 0.3275)
H (-1.3232, -2.6274, -0.1276)
H (-1.2015, -4.2827, -3.1486)
H (0.1647, -3.0179, -4.8932)
H (-0.9863, -1.7127, -4.5925)
H (-1.8345, -4.5324, -5.4085)
H (-1.4780, -3.2706, -6.5598)
H (-3.8044, -3.1789, -6.3732)
H (-3.2816, -1.8356, -5.3916)
H (-4.1797, -4.5866, -4.3589)
H (-5.1132, -3.0993, -4.2826)
H (-3.6654, -3.2592, -3.3066)
C (4.3024, -3.5703, -0.4530)
C (2.8724, -4.1046, -0.6561)
C (2.4821, -5.0737, 0.4711)
C (2.7262, -4.7631, -2.0361)
C (1.9687, -2.9420, -0.6066)
N (1.2833, -2.0229, -0.5772)
H (4.9826, -4.4209, -0.4386)
H (4.4030, -3.0412, 0.4948)
H (4.6000, -2.9098, -1.2675)
H (3.2458, -5.8479, 0.5328)
H (1.5267, -5.5577, 0.2683)
H (2.4299, -4.5741, 1.4383)
H (3.4168, -5.6043, -2.0873)
H (2.9765, -4.0700, -2.8395)
H (1.7165, -5.1453, -2.1911)

Löwdin population analysis, charges in e, atoms 1 to 5: atom 1 (Ir): 0.7214, atom 2 (C): 0.0243, atom 3 (C): -0.1654, atom 4 (N): 0.1749, atom 5 (C): 0.0348



# C5H21O8Sr

C5H21O8Sr as an isolated structure at a distorted geometry (ωB97M-V with the def2-TZVPD basis set, OMol25).

The total charge is +1.

Cartesian coordinates (Å):
Sr (-2.2084, 4.3942, -4.6353)
C (-0.2477, 0.1608, -1.0137)
C (-0.9515, 1.1482, -1.8296)
O (-0.3229, 1.5301, -2.8542)
O (-1.9732, 1.7631, -1.4200)
H (-0.8869, -0.7212, -0.9742)
H (0.0737, 0.5119, -0.0331)
H (0.6057, -0.3885, -1.4113)
C (5.7054, 0.2414, 2.0604)
O (4.5667, 1.1004, 1.9295)
H (6.5032, 0.9166, 2.3697)
H (5.5266, -0.4598, 2.8756)
H (5.9554, -0.2943, 1.1447)
H (3.8555, 0.7295, 2.4571)
C (-5.7455, -0.4421, -1.7040)
O (-5.8660, 0.8867, -1.4722)
H (-6.6000, -0.9737, -2.1228)
H (-4.9851, -0.5917, -2.4705)
H (-5.5134, -0.9357, -0.7603)
H (-4.9544, 1.1269, -1.2909)
C (-2.7010, -3.9159, 2.5290)
O (-1.8817, -2.8883, 2.8942)
H (-3.5440, -3.9082, 3.2199)
H (-3.0057, -4.0191, 1.4876)
H (-2.1710, -4.8223, 2.8216)
H (-1.6569, -2.2699, 2.1952)
O (3.3164, 3.4997, -0.8728)
H (3.0859, 2.8515, -1.5384)
H (3.3256, 3.0077, -0.0518)
O (3.2219, 1.7309, -4.3961)
H (2.3193, 1.9977, -4.2216)
H (3.1588, 0.8020, -4.6183)
O (1.5558, -0.3382, 3.7041)
H (1.5766, -1.2945, 3.6692)
H (0.8631, -0.1360, 4.3330)

Löwdin population analysis, charges in e, atoms 1 to 5: atom 1 (Sr): 1.7693, atom 2 (C): -0.0263, atom 3 (C): -0.7788, atom 4 (O): -0.1073, atom 5 (O): -0.0838



# C6H12ClIO16S3Ti

C6H12ClIO16S3Ti as an isolated structure at a distorted geometry (ωB97M-V with the def2-TZVPD basis set, OMol25).

Its multiplicity is 4. As for the expectation value of S²: 3.7523. The value obtained for the energy above the lowest of the compared OMol25 structures with the same formula, charge and spin is 0.0 kJ/mol. The total charge is -1.

Cartesian coordinates (Å):
Ti (-0.4932, -1.1511, 2.0854)
I (-2.8311, -0.3994, 3.3690)
Cl (-1.8006, -3.8567, 0.1375)
O (-2.9775, -4.6134, 0.4622)
O (-0.8633, -4.6767, -0.5888)
O (-2.1517, -2.6964, -0.6642)
O (-1.1710, -3.4021, 1.3810)
C (-3.8335, -0.8488, -1.7404)
C (-2.7368, -1.2426, -2.7680)
O (-1.4931, -0.9456, -2.1434)
S (-1.7440, 0.2136, -1.1067)
O (-1.8743, 1.4512, -1.8020)
O (-0.8271, 0.0940, -0.0486)
O (-3.1376, -0.3008, -0.6149)
H (-4.3803, -1.7179, -1.3831)
H (-4.5558, -0.1408, -2.1470)
H (-2.8350, -0.6761, -3.6958)
H (-2.7344, -2.3050, -2.9925)
C (0.1415, 3.2857, 0.3139)
C (-1.0438, 3.6958, 1.2016)
O (-0.6309, 3.5550, 2.5479)
S (0.6657, 2.6416, 2.5859)
O (0.2605, 1.3124, 2.4105)
O (1.4989, 3.0182, 3.6617)
O (1.2667, 3.1951, 1.2344)
H (0.4097, 3.9948, -0.4647)
H (0.0496, 2.3174, -0.1681)
H (-1.9165, 3.0935, 0.9385)
H (-1.3427, 4.7231, 0.9926)
C (4.9279, -1.1296, -0.3118)
C (4.5129, 0.2112, 0.2787)
O (3.1372, 0.3151, -0.0971)
S (2.4561, -1.1249, -0.1962)
O (1.8249, -1.1895, -1.4415)
O (1.7759, -1.4348, 0.9845)
O (3.8038, -1.9752, -0.1394)
H (5.8095, -1.5488, 0.1667)
H (5.1609, -1.0190, -1.3759)
H (5.0429, 1.0170, -0.2225)
H (4.6297, 0.2606, 1.3603)

Löwdin population analysis, charges in e, atoms 1 to 5: atom 1 (Ti): 0.1780, atom 2 (I): -0.1037, atom 3 (Cl): 0.6959, atom 4 (O): -0.3355, atom 5 (O): -0.3445



# C2H3LiO2Pm

C2H3LiO2Pm as an isolated structure at a distorted geometry (ωB97M-V with the def2-TZVPD basis set, OMol25).

Its multiplicity is 6. As for the expectation value of S²: 8.7562. The total charge is +2.

Cartesian coordinates (Å):
H (-1.2181, -0.4464, -0.8489)
O (1.6976, 0.4408, -0.8175)
C (1.0191, -0.6462, -0.4460)
C (-0.3959, -0.4604, 0.0057)
O (-0.5768, 0.7655, 0.6814)
Li (-2.1151, 1.0222, 1.5603)
Pm (1.0196, 2.2305, 0.1227)
H (1.3032, -1.6066, -0.8973)
H (-0.7336, -1.2993, 0.6395)

Löwdin population analysis, charges in e, atoms 1 to 5: atom 1 (H): 0.1976, atom 2 (O): -0.2195, atom 3 (C): 0.0018, atom 4 (C): -0.2917, atom 5 (O): -0.5855



no.,calculated total energy (a.u.)
1,-2864.68940
2,-1200.60030
3,-7502.45488
4,-835.29991
5,-4241.31037
6,-843.75666